(1)
Below is a cluster of 9 separate species, C57H127N5O9 in total in a non-equilibrium geometry, with properties calculated with ωB97M-V/def2-TZVPD.

Summary:
- spin multiplicity = 1
- SMILES = CC1(C)CCCC(C)(C)N1O.CC1(C)CCCC(C)(C)N1O.CC1(C)CCCC(C)(C)N1O.CC1(C)CCCC(C)(C)N1O.CC1(C)CCCC(C)(C)N1O.CC(C)O.CC(C)O.CC(C)O.CC(C)O
- LUMO energy (eV) = 0.290
- ΔE to the lowest compared entry with this formula, charge and spin (kcal per mole) = 0.0

Structure (XYZ):
```
198
C57H127N5O9 (ωB97M-V/def2-TZVPD)
O 15.658 16.636 21.918
O 17.806 11.494 13.372
O 14.329 21.027 11.296
O 11.209 17.329 13.924
O 7.895 17.939 16.155
O 10.613 9.353 16.873
O 8.779 16.141 13.934
O 12.327 19.906 13.111
O 9.646 9.395 8.568
N 10.244 10.547 17.575
N 11.610 20.670 14.106
N 15.233 17.142 20.624
N 17.344 12.466 14.363
N 10.317 10.519 9.290
C 11.695 10.155 9.473
C 12.312 9.985 8.067
C 11.718 11.873 11.399
C 12.229 15.377 14.742
C 15.922 18.387 18.717
C 10.495 21.391 13.520
C 13.107 15.943 20.809
C 17.876 10.949 16.197
C 17.717 16.836 19.739
C 15.962 14.518 14.698
C 8.801 11.124 15.672
C 6.987 15.139 12.790
C 12.430 11.412 10.091
C 15.257 17.318 17.808
C 11.730 21.950 16.099
C 9.670 12.813 17.314
C 11.186 11.951 15.560
C 11.217 10.753 18.658
C 9.612 20.430 12.753
C 16.438 17.768 19.987
C 17.483 14.259 12.747
C 14.838 18.767 10.301
C 15.125 14.813 19.713
C 10.670 22.894 15.584
C 16.954 18.894 20.820
C 12.529 21.249 15.002
C 12.710 10.796 18.172
C 15.576 10.781 15.258
C 14.418 16.151 19.973
C 9.186 9.857 11.470
C 16.487 13.475 13.676
C 15.329 13.849 15.914
C 10.964 22.501 12.520
C 13.301 20.116 15.693
C 9.749 22.059 14.687
C 9.759 17.051 17.213
C 13.585 22.233 14.438
C 16.280 12.831 16.548
C 15.289 12.990 12.789
C 9.464 10.917 10.419
C 8.118 11.410 9.905
C 16.746 11.751 15.545
C 10.679 13.198 18.318
C 15.323 20.009 11.087
C 10.209 12.153 11.064
C 11.096 9.656 19.689
C 12.310 16.461 13.656
C 12.073 8.922 10.310
C 10.960 12.096 19.301
C 9.128 19.439 17.710
C 12.246 15.968 12.244
C 9.183 18.317 16.657
C 10.033 11.552 16.523
C 8.596 16.779 11.627
C 8.410 15.659 12.641
C 14.034 16.795 18.604
C 15.795 19.631 12.474
H 8.208 16.464 10.636
H 6.667 14.618 11.891
H 14.659 11.257 14.876
H 15.974 16.566 17.483
H 11.837 12.404 19.869
H 13.206 17.096 13.792
H 12.982 14.605 14.593
H 10.086 22.948 12.041
H 11.315 21.191 16.764
H 12.205 12.224 9.364
H 9.622 13.593 16.556
H 18.489 14.334 13.181
H 13.145 8.752 10.190
H 15.713 18.115 10.154
H 11.616 13.367 17.800
H 13.407 10.002 8.125
H 7.499 10.653 9.395
H 16.362 15.991 21.707
H 16.824 18.801 18.241
H 15.736 12.294 17.330
H 11.520 8.748 19.273
H 8.460 12.027 15.134
H 17.603 10.606 17.214
H 8.480 19.152 18.552
H 11.945 10.800 7.431
H 17.117 13.291 17.091
H 15.852 9.978 14.582
H 14.436 12.674 13.406
H 6.260 15.945 12.871
H 11.801 9.904 20.495
H 18.240 10.112 15.591
H 9.658 16.990 11.578
H 12.230 16.814 11.567
H 14.012 18.272 10.825
H 9.853 8.766 16.976
H 12.336 15.511 20.158
H 11.558 23.290 12.969
H 10.150 12.114 20.041
H 12.005 9.079 11.392
H 9.073 10.291 15.028
H 13.128 15.372 11.987
H 11.363 15.340 12.060
H 16.839 15.153 14.983
H 13.360 15.379 21.714
H 16.701 18.997 12.456
H 13.395 10.847 19.026
H 11.543 18.174 13.568
H 10.813 12.390 14.642
H 8.988 22.680 14.220
H 10.099 19.560 18.188
H 10.065 9.441 11.971
H 7.545 11.805 10.739
H 14.406 19.054 9.342
H 9.688 12.250 12.018
H 9.077 14.853 12.305
H 12.464 22.554 16.630
H 14.988 14.598 16.629
H 13.425 17.691 18.768
H 9.718 8.692 9.245
H 8.871 20.343 17.172
H 8.654 12.750 17.736
H 12.176 12.753 11.834
H 12.618 19.277 15.781
H 15.329 10.306 16.209
H 11.551 22.025 11.714
H 15.272 19.247 18.776
H 11.232 14.911 14.692
H 9.216 21.284 15.228
H 9.567 16.713 13.835
H 13.506 11.234 10.179
H 14.455 13.298 15.552
H 15.588 12.237 12.062
H 8.575 10.343 12.235
H 11.734 11.063 12.123
H 8.322 12.204 9.194
H 13.207 23.247 14.457
H 12.759 16.907 21.199
H 8.057 17.693 11.923
H 16.144 19.553 21.168
H 17.115 15.283 12.620
H 10.415 14.138 18.794
H 14.406 14.120 19.276
H 9.781 18.614 15.777
H 11.934 12.638 15.988
H 15.158 15.069 14.199
H 14.826 17.823 16.944
H 11.742 11.029 15.353
H 14.248 19.923 15.179
H 18.060 16.293 20.628
H 12.944 11.646 17.556
H 12.148 8.997 7.646
H 17.731 19.448 20.287
H 15.463 14.345 20.645
H 17.614 13.851 11.747
H 14.977 13.823 12.162
H 11.608 7.990 9.962
H 17.454 16.169 18.908
H 10.086 13.088 10.535
H 12.699 20.567 12.487
H 8.157 17.468 15.340
H 15.960 14.878 19.024
H 12.862 9.841 17.649
H 10.186 23.377 16.467
H 9.108 19.761 13.475
H 16.992 11.091 13.037
H 6.965 14.474 13.681
H 16.125 20.483 10.505
H 14.477 22.291 15.092
H 13.644 20.432 16.691
H 14.992 19.160 13.025
H 12.252 15.861 15.730
H 18.738 11.620 16.287
H 9.705 16.264 16.472
H 8.634 9.032 11.021
H 10.169 19.971 11.920
H 9.218 16.836 18.118
H 15.997 20.519 13.083
H 13.465 16.141 17.939
H 18.621 17.401 19.524
H 8.705 20.941 12.316
H 13.972 21.895 13.486
H 7.950 10.753 16.218
H 10.121 9.506 20.129
H 13.962 21.282 10.456
H 17.388 18.518 21.750
H 10.794 17.188 17.543
H 11.094 23.756 15.052
```


(2)
Below is a structure of composition C31H33N6O6PdSSe in a non-equilibrium geometry, with properties calculated with ωB97M-V/def2-TZVPD.

Summary:
- spin multiplicity = 5
- LUMO energy (spin up / spin down) (eV) = -3.482 / -5.772
- net charge = +1
- ΔE to the lowest compared entry with this formula, charge and spin (kcal per mole) = 8.1

Structure (XYZ):
```
79
C31H33N6O6PdSSe (ωB97M-V/def2-TZVPD)
Pd -0.165 -0.166 -0.263
Se -3.385 -0.341 1.362
S -1.161 -2.757 0.019
O 4.276 -1.734 -0.908
O -0.354 2.044 -0.153
O -2.589 -2.961 -0.005
O -0.729 -1.924 1.182
O -0.649 -2.112 -1.215
O 2.007 -0.765 -0.123
N 0.724 0.471 1.755
N 1.762 -0.003 -2.798
N 1.715 -0.261 2.090
N 0.485 0.442 -2.436
N -2.434 0.213 -0.014
N -4.880 -0.294 0.519
C 0.029 -6.343 1.362
C -5.225 0.487 -3.027
C -1.936 3.627 0.490
C 1.997 -0.282 -4.229
C -2.690 3.683 2.789
C -2.726 4.167 1.454
C -4.642 0.040 -0.753
C 5.983 -2.853 2.066
C 5.711 -2.568 0.746
C 1.147 -8.327 0.303
C 0.643 -6.913 0.245
C -3.880 0.831 -3.312
C -1.000 2.070 2.159
C 2.393 -0.856 1.074
C 5.088 -2.500 3.079
C -1.054 2.538 0.776
C 3.617 -1.560 1.415
C 4.514 -1.944 0.394
C -5.618 0.119 -1.774
C -1.841 2.669 3.124
C -0.499 -5.067 1.313
C -2.911 0.777 -2.351
C 1.023 -1.370 -4.681
C -3.271 0.345 -1.058
C 3.925 -1.847 2.755
C 0.748 -6.156 -0.917
C 3.433 -0.785 -4.309
C -0.395 -4.339 0.137
C -0.069 1.103 2.582
C 1.832 0.988 -5.074
C 0.230 -4.872 -0.977
H 0.015 -0.984 -4.856
H 0.813 1.377 -5.024
H -1.965 3.985 -0.530
H 6.399 -2.830 -0.047
H 3.366 -1.393 -1.007
H 4.130 -0.015 -3.970
H -3.396 4.981 1.209
H 1.558 -8.641 -0.655
H 0.342 1.447 -2.524
H -5.951 0.522 -3.828
H 2.475 0.582 -2.386
H 5.309 -2.739 4.110
H 1.224 -6.578 -1.793
H 2.522 1.763 -4.734
H 0.034 0.927 3.650
H 3.221 -1.545 3.518
H -0.999 -4.637 2.172
H 0.974 -2.161 -3.931
H 6.903 -3.364 2.319
H -3.621 1.150 -4.313
H 0.339 -9.006 0.575
H 1.928 -8.428 1.059
H 3.685 -1.038 -5.338
H 0.290 -4.279 -1.880
H -3.327 4.122 3.543
H -1.794 2.309 4.144
H -0.048 -6.919 2.276
H 1.363 -1.803 -5.621
H 3.562 -1.669 -3.684
H -6.648 -0.114 -1.545
H -0.194 -0.089 -2.971
H -1.888 1.063 -2.550
H 2.054 0.774 -6.120
```


(3)
Below is a cluster of 8 separate species, C44H32BINO18 in total in a non-equilibrium geometry, with properties calculated with ωB97M-V/def2-TZVPD.

Summary:
- spin multiplicity = 1
- LUMO energy (eV) = -0.542
- net charge = -1

Structure (XYZ):
```
97
C44H32BINO18 (ωB97M-V/def2-TZVPD)
I 4.901 -0.014 0.076
O 0.802 -4.107 9.627
O 2.587 2.371 -0.287
O 7.258 -1.797 -0.308
O -0.610 3.272 1.650
O -9.545 -1.032 -10.582
O -8.673 -3.188 -5.826
O 2.841 -2.209 14.129
O -2.724 4.972 -6.501
O 9.424 -1.838 2.831
O 7.185 -3.376 1.372
O 9.450 -2.438 0.779
O 4.828 -4.512 8.633
O -0.245 -1.320 4.258
O -4.175 2.995 -3.301
O 2.129 7.004 -5.927
O 4.102 -2.470 3.803
O -6.203 1.132 -7.823
O -0.981 1.628 -4.122
N 9.466 -1.443 1.710
C 0.939 -2.996 12.991
C 2.710 -3.320 10.760
C 6.101 -2.528 1.574
C 6.513 -1.293 0.699
C 4.264 -2.937 4.907
C -8.327 -0.959 -8.567
C 5.473 -2.901 7.041
C -8.869 -2.693 -6.916
C -4.310 1.956 -6.690
C 3.639 -4.597 6.603
C -0.772 5.098 -5.197
C 0.427 -3.474 11.860
C -1.612 5.440 -6.372
C 1.019 6.537 -6.058
C -0.156 1.793 -3.243
C -9.884 -3.257 -7.842
C -1.575 1.180 2.124
C -8.110 -1.504 -7.373
C -10.103 -2.714 -9.036
C 4.662 -4.044 7.521
C 1.168 1.129 -3.291
C 0.726 0.773 3.784
C -1.043 6.369 -7.378
C 1.778 2.202 -1.173
C -0.324 -0.268 3.662
C 0.632 1.927 3.129
C 2.377 -2.643 13.095
C 0.449 5.606 -5.052
C -6.063 2.170 -4.435
C -9.341 -1.523 -9.492
C 3.455 -4.084 5.389
C -4.635 2.568 -4.339
C 0.453 2.868 -1.127
C 1.272 -3.673 10.656
C -0.448 2.674 -2.087
C -1.483 0.026 2.780
C 3.220 -2.842 11.892
C 0.177 6.877 -7.233
C 2.069 1.316 -2.329
C 5.290 -2.386 5.829
C -6.570 1.702 -5.571
C -3.799 2.425 -5.555
C -5.730 1.560 -6.787
C -0.526 2.220 2.252
B 8.081 -2.873 0.305
H -1.427 3.141 -2.072
H -6.656 2.284 -3.536
H -1.674 6.605 -8.226
H 3.310 -3.475 9.874
H 3.059 -5.430 6.977
H -2.236 -0.747 2.703
H 6.057 -2.252 2.617
H -1.208 4.417 -4.476
H 4.266 -2.580 11.990
H 5.159 -2.877 1.143
H 5.874 -1.553 5.456
H 6.216 -2.517 7.729
H 1.080 5.369 -4.203
H -3.718 1.845 -7.589
H -2.767 2.717 -5.460
H 0.613 7.557 -7.954
H 1.355 0.489 -4.144
H 0.268 3.503 -0.276
H -10.426 -4.124 -7.489
H 1.564 0.537 4.426
H -7.608 1.407 -5.664
H 7.081 -0.657 1.382
H 3.042 0.838 -2.338
H 8.322 -3.783 -0.467
H 1.389 2.698 3.198
H 0.341 -2.842 13.880
H 2.714 -4.471 4.702
H -7.782 -0.092 -8.912
H -0.619 -3.738 11.762
H -7.374 -1.110 -6.685
H -2.409 1.414 1.474
H -10.838 -3.108 -9.727
```


Question: What is the formula in the second record?
Answer: C31H33N6O6PdSSe


Question: Look up the spin multiplicity of the first one.
Answer: 1


Copy entry 2 word for word.
Below is a structure of composition C31H33N6O6PdSSe in a non-equilibrium geometry, with properties calculated with ωB97M-V/def2-TZVPD.

Summary:
- spin multiplicity = 5
- LUMO energy (spin up / spin down) (eV) = -3.482 / -5.772
- net charge = +1
- ΔE to the lowest compared entry with this formula, charge and spin (kcal per mole) = 8.1

Structure (XYZ):
```
79
C31H33N6O6PdSSe (ωB97M-V/def2-TZVPD)
Pd -0.165 -0.166 -0.263
Se -3.385 -0.341 1.362
S -1.161 -2.757 0.019
O 4.276 -1.734 -0.908
O -0.354 2.044 -0.153
O -2.589 -2.961 -0.005
O -0.729 -1.924 1.182
O -0.649 -2.112 -1.215
O 2.007 -0.765 -0.123
N 0.724 0.471 1.755
N 1.762 -0.003 -2.798
N 1.715 -0.261 2.090
N 0.485 0.442 -2.436
N -2.434 0.213 -0.014
N -4.880 -0.294 0.519
C 0.029 -6.343 1.362
C -5.225 0.487 -3.027
C -1.936 3.627 0.490
C 1.997 -0.282 -4.229
C -2.690 3.683 2.789
C -2.726 4.167 1.454
C -4.642 0.040 -0.753
C 5.983 -2.853 2.066
C 5.711 -2.568 0.746
C 1.147 -8.327 0.303
C 0.643 -6.913 0.245
C -3.880 0.831 -3.312
C -1.000 2.070 2.159
C 2.393 -0.856 1.074
C 5.088 -2.500 3.079
C -1.054 2.538 0.776
C 3.617 -1.560 1.415
C 4.514 -1.944 0.394
C -5.618 0.119 -1.774
C -1.841 2.669 3.124
C -0.499 -5.067 1.313
C -2.911 0.777 -2.351
C 1.023 -1.370 -4.681
C -3.271 0.345 -1.058
C 3.925 -1.847 2.755
C 0.748 -6.156 -0.917
C 3.433 -0.785 -4.309
C -0.395 -4.339 0.137
C -0.069 1.103 2.582
C 1.832 0.988 -5.074
C 0.230 -4.872 -0.977
H 0.015 -0.984 -4.856
H 0.813 1.377 -5.024
H -1.965 3.985 -0.530
H 6.399 -2.830 -0.047
H 3.366 -1.393 -1.007
H 4.130 -0.015 -3.970
H -3.396 4.981 1.209
H 1.558 -8.641 -0.655
H 0.342 1.447 -2.524
H -5.951 0.522 -3.828
H 2.475 0.582 -2.386
H 5.309 -2.739 4.110
H 1.224 -6.578 -1.793
H 2.522 1.763 -4.734
H 0.034 0.927 3.650
H 3.221 -1.545 3.518
H -0.999 -4.637 2.172
H 0.974 -2.161 -3.931
H 6.903 -3.364 2.319
H -3.621 1.150 -4.313
H 0.339 -9.006 0.575
H 1.928 -8.428 1.059
H 3.685 -1.038 -5.338
H 0.290 -4.279 -1.880
H -3.327 4.122 3.543
H -1.794 2.309 4.144
H -0.048 -6.919 2.276
H 1.363 -1.803 -5.621
H 3.562 -1.669 -3.684
H -6.648 -0.114 -1.545
H -0.194 -0.089 -2.971
H -1.888 1.063 -2.550
H 2.054 0.774 -6.120
```